No. 1
Formula: C9H18N4
Source: the OMol25 dataset
Level of theory: ωB97M-V/def2-TZVPD

Computed properties:
Highest occupied orbital energy ... -7.80 eV
Structure (SMILES) ... C1C[C@H]2NCC[C@H]3NCC[C@H](N1)N23
Total charge ... 0
DFT total energy ... -15584.99358 eV
Strongest force on any atom ... 2.569 eV Å⁻¹
Energy above the lowest of the compared OMol25 structures with the same formula, charge and spin ... 0.0 kJ/mol

Cartesian coordinates (Å):
C 1.45923 -1.51799 -1.59611
C 1.59387 -1.92874 -0.14414
C 1.06104 -0.83226 0.74962
N 1.97411 0.29568 0.73535
C 1.62093 1.44731 1.57872
C 0.23676 1.91969 1.15751
C -0.72953 0.72592 1.16772
N -1.97959 1.24839 0.68580
C -2.76117 0.25301 -0.01610
C -2.05837 -0.17445 -1.29520
C -0.51849 -0.14186 -1.12136
N 0.05333 -1.24045 -1.88590
N -0.22137 -0.34057 0.28850
H 1.86323 -2.32914 -2.18587
H 2.07516 -0.64014 -1.84789
H 2.65023 -2.14927 0.14556
H 1.00719 -2.84709 0.03216
H 0.99065 -1.21320 1.78354
H 2.07664 0.64311 -0.20345
H 1.60569 1.15961 2.62260
H 2.35755 2.25591 1.50738
H -0.10636 2.63504 1.88851
H 0.30730 2.39731 0.17147
H -0.88455 0.34703 2.17310
H -1.77785 2.05139 0.06350
H -2.86768 -0.62060 0.65622
H -3.76474 0.61990 -0.24432
H -2.34210 -1.19890 -1.57516
H -2.38026 0.46473 -2.10830
H -0.04968 0.80574 -1.46892
H -0.49115 -2.09510 -1.71456

Okay, here come the natural (NBO) numbers, in e, for every atom: -0.226 -0.419 0.116 -0.652 -0.214 -0.443 0.125 -0.621 -0.219 -0.416 0.126 -0.624 -0.522 0.206 0.185 0.224 0.204 0.195 0.343 0.187 0.200 0.215 0.190 0.184 0.347 0.196 0.201 0.204 0.205 0.152 0.353



No. 2
Formula: C16H44N4O4
Source: the OMol25 dataset
Level of theory: ωB97M-V/def2-TZVPD

Computed properties:
Highest occupied orbital energy ... -9.17 eV
Structure (SMILES) ... COC[C@H](C)N.COC[C@H](C)N.COC[C@H](C)N.COC[C@H](C)N
Total charge ... 0
DFT total energy ... -31453.32222 eV
Strongest force on any atom ... 1.577 eV Å⁻¹
Energy above the lowest of the compared OMol25 structures with the same formula, charge and spin ... 84.5 kJ/mol

Cartesian coordinates (Å):
C 0.09772 -1.26066 2.48931
O 0.38739 -2.51465 1.93827
C -0.74326 -3.24942 1.57114
C -1.66422 -3.64584 2.71434
C -0.94420 -4.40100 3.80397
N -2.78767 -4.45726 2.13576
H -0.61535 -0.71308 1.86485
H 1.03138 -0.69554 2.50252
H -0.22938 -1.35919 3.52906
H -1.33657 -2.70179 0.82020
H -0.41880 -4.18932 1.11641
H -2.14900 -2.76030 3.15072
H -0.54435 -5.33741 3.40465
H -1.58086 -4.62811 4.66204
H -0.09953 -3.84198 4.21043
H -3.37898 -4.69209 2.92867
H -3.33636 -3.76877 1.62444
C 2.60727 -2.10717 -0.02886
O 1.69330 -1.17182 -0.53402
C 2.23753 0.07452 -0.88709
C 1.12475 1.08937 -0.95997
C -0.07824 0.53852 -1.70138
N 1.66307 2.30728 -1.58560
H 2.82126 -2.03388 1.04104
H 3.54329 -2.17767 -0.59158
H 2.09362 -3.06758 -0.13753
H 3.04248 0.44334 -0.23485
H 2.69574 0.03855 -1.89054
H 0.77522 1.32861 0.05903
H -0.59405 -0.12517 -1.00251
H 0.22850 -0.16319 -2.48149
H -0.72164 1.33158 -2.06947
H 1.09470 3.11373 -1.34726
H 2.54727 2.54239 -1.14207
C 3.31683 3.79135 1.25235
O 3.47848 4.31100 -0.03648
C 4.22803 5.50128 -0.07300
C 3.51501 6.75125 0.43441
C 2.38213 7.16618 -0.48104
N 4.49730 7.83758 0.65207
H 2.57690 4.34194 1.83993
H 4.27934 3.69683 1.76470
H 2.90947 2.77927 1.16281
H 5.08268 5.38007 0.62206
H 4.67348 5.66030 -1.05689
H 3.10834 6.50371 1.42011
H 2.74661 7.43629 -1.47641
H 1.79720 8.00988 -0.10561
H 1.66287 6.35192 -0.60936
H 4.15991 8.65867 0.15860
H 5.35714 7.60930 0.15584
C -3.70797 -5.51542 -1.42092
O -3.77831 -4.38055 -2.27562
C -4.48780 -3.30259 -1.74078
C -4.34091 -2.10373 -2.68257
C -2.98096 -1.44927 -2.55015
N -5.45949 -1.19115 -2.42781
H -2.68711 -5.89963 -1.49710
H -4.43332 -6.27257 -1.71154
H -3.79728 -5.23033 -0.36911
H -5.55576 -3.46827 -1.55368
H -4.03652 -3.00633 -0.77386
H -4.41308 -2.54041 -3.68262
H -2.17604 -2.18792 -2.64784
H -2.77928 -0.90661 -1.62467
H -2.79750 -0.76134 -3.38285
H -5.55568 -1.03307 -1.42980
H -5.24673 -0.28269 -2.82574

Okay, here come the natural (NBO) numbers, in e, for every atom: -0.251 -0.537 -0.064 -0.080 -0.625 -0.826 0.170 0.190 0.165 0.160 0.196 0.162 0.214 0.207 0.221 0.353 0.346 -0.243 -0.547 -0.062 -0.063 -0.614 -0.836 0.172 0.164 0.194 0.161 0.171 0.149 0.212 0.215 0.211 0.354 0.363 -0.255 -0.545 -0.064 -0.083 -0.629 -0.820 0.172 0.174 0.187 0.162 0.188 0.177 0.203 0.212 0.220 0.355 0.347 -0.254 -0.545 -0.048 -0.076 -0.634 -0.827 0.188 0.176 0.180 0.173 0.136 0.195 0.223 0.201 0.209 0.345 0.355



No. 3
Formula: C40H68O22
Source: the OMol25 dataset
Level of theory: ωB97M-V/def2-TZVPD

Computed properties:
Highest occupied orbital energy ... -9.00 eV
Structure (SMILES) ... C[C@H]1COC(=O)O1.C[C@H]1COC(=O)O1.C[C@H]1COC(=O)O1.C[C@H]1COC(=O)O1.C[C@H]1COC(=O)O1.C[C@H]1COC(=O)O1.C1CCOC1.C1CCOC1.C1CCOC1.C1CCOC1
Total charge ... 0
DFT total energy ... -87625.10246 eV
Strongest force on any atom ... 4.301 eV Å⁻¹
Energy above the lowest of the compared OMol25 structures with the same formula, charge and spin ... 107.4 kJ/mol

Cartesian coordinates (Å):
C 10.42364 18.97908 9.82723
C 10.97903 19.90287 10.90634
C 10.47031 19.66849 12.29470
O 11.70318 19.73356 12.95181
C 12.75915 19.56754 12.14849
O 13.89869 19.37953 12.51699
O 12.36775 19.66235 10.93864
H 9.35020 19.11081 9.69139
H 10.58020 17.92000 10.03204
H 11.03195 19.06143 8.92651
H 10.80606 20.95696 10.68935
H 9.91054 18.73429 12.33974
H 9.76371 20.44197 12.59565
C 15.89616 19.84023 15.34905
C 14.85266 19.72282 16.47004
C 13.38191 20.13412 16.06200
O 12.57847 19.09396 16.42869
C 13.38061 18.05154 16.74778
O 13.00820 16.95909 17.00232
O 14.64144 18.36824 16.76695
H 16.13712 20.87822 15.11967
H 15.66831 19.34807 14.40356
H 16.86325 19.42320 15.63001
H 15.07687 20.23926 17.40337
H 13.26457 20.23806 14.98333
H 13.09186 21.02399 16.62066
C 5.80380 17.20739 17.61986
C 6.12720 18.67943 17.25666
C 4.90757 19.58924 17.28109
O 5.36417 20.74179 17.95650
C 6.38610 20.43398 18.68671
O 6.93961 21.16003 19.51342
O 6.82524 19.20129 18.33981
H 5.10310 16.85412 16.86334
H 5.35787 17.13555 18.61186
H 6.66649 16.54435 17.68508
H 6.58091 18.75716 16.26862
H 4.14276 19.16672 17.93273
H 4.53637 19.69046 16.26125
C 3.39859 27.88697 12.50328
C 4.92788 28.00112 12.61286
C 5.44846 29.03476 13.58455
O 6.41379 28.30876 14.33025
C 6.32734 26.94586 14.06270
O 6.99792 26.05505 14.60045
O 5.45372 26.74647 13.10329
H 2.86022 28.72165 12.05433
H 2.85281 27.68692 13.42535
H 3.20552 27.01241 11.88202
H 5.39436 28.10180 11.63287
H 4.58258 29.35277 14.16526
H 5.88548 29.82839 12.97852
C 6.69076 25.94557 9.92138
C 7.81184 25.37921 10.83522
C 8.18906 23.92878 10.57877
O 9.57093 23.98975 10.42592
C 10.05214 25.21689 10.35285
O 11.21407 25.61335 10.19764
O 9.01487 26.03246 10.54977
H 5.68240 25.67697 10.23628
H 6.92034 25.70064 8.88436
H 6.73182 27.03287 9.98610
H 7.64309 25.46685 11.90850
H 7.60612 23.56480 9.73272
H 7.83678 23.31124 11.40498
C 9.41892 24.11498 19.72214
C 9.14144 25.05581 18.53188
C 7.74749 24.79771 17.88535
O 7.33538 26.12846 17.64812
C 8.08369 27.04566 18.35914
O 7.90241 28.21033 18.41507
O 9.04727 26.35180 19.00436
H 10.25037 24.48020 20.32497
H 9.56407 23.10099 19.34951
H 8.61460 24.23953 20.44716
H 9.87646 24.94510 17.73465
H 7.12529 24.14829 18.50115
H 7.80831 24.23783 16.95212
C 8.81705 21.31167 16.37737
C 7.69874 21.60426 15.33662
C 8.41862 22.69113 14.45885
O 9.59768 23.05710 15.11815
C 10.10584 21.86875 15.77934
H 8.83349 20.25390 16.63993
H 8.69307 21.90645 17.28234
H 6.76396 21.88233 15.82342
H 7.49038 20.69543 14.77208
H 7.82853 23.60751 14.47052
H 8.51671 22.36141 13.42455
H 10.80972 22.12489 16.57122
H 10.59757 21.13442 15.14134
C 8.98811 15.47562 15.56544
C 9.76884 16.55346 16.32813
C 10.28380 17.53861 15.26297
O 9.16538 17.49295 14.41126
C 8.71195 16.13672 14.20868
H 8.09180 15.17521 16.10809
H 9.64198 14.61901 15.40181
H 10.54832 16.14123 16.96891
H 9.06254 17.07547 16.97369
H 11.13300 17.32062 14.61532
H 10.36343 18.50158 15.76741
H 9.14021 15.75131 13.28339
H 7.63460 16.20559 14.05816
C 11.33278 27.51179 13.35238
C 10.31652 26.43351 13.76601
C 10.39988 26.54876 15.28512
O 11.69420 26.98173 15.59166
C 12.21841 27.74469 14.52217
H 10.78712 28.44164 13.19191
H 11.89134 27.20959 12.46651
H 10.75110 25.44963 13.58932
H 9.32496 26.55027 13.32868
H 10.22934 25.59335 15.78131
H 9.57373 27.10116 15.73281
H 13.27059 27.52220 14.34465
H 12.19527 28.79610 14.80870
C 13.06127 24.28384 12.87401
C 14.37558 23.74875 12.41886
C 15.14318 23.56651 13.70213
O 14.09078 23.19318 14.58801
C 12.79280 23.71633 14.26919
H 12.20914 24.13199 12.21150
H 13.11687 25.37133 12.92277
H 14.89223 24.37148 11.68854
H 14.28754 22.72676 12.05022
H 15.60305 24.53352 13.90585
H 16.03018 22.93333 13.72263
H 12.49476 24.53155 14.92849
H 12.05793 22.91133 14.26215

Mulliken population analysis, charges in e, atoms 1 to 99: -1.680 0.862 0.340 0.136 0.308 -0.573 -0.379 0.381 0.394 0.397 0.121 -0.004 -0.312 -1.091 0.477 0.397 -0.092 0.389 -0.566 -0.362 0.125 0.267 0.426 0.258 -0.409 0.150 -1.650 1.241 -0.614 -0.331 0.728 -0.630 -0.376 0.381 0.431 0.267 -0.111 0.386 0.360 -1.585 0.625 -0.384 -0.306 0.472 -0.306 -0.339 0.411 0.385 0.336 0.040 0.305 0.314 -1.794 1.836 -0.256 -0.142 0.631 -0.610 -0.404 0.323 0.477 0.331 -0.724 0.274 0.152 -1.565 1.115 0.384 -0.342 0.558 -0.532 -0.453 0.384 0.312 0.414 -0.283 0.358 -0.347 0.448 -0.948 0.450 0.309 0.228 0.497 -0.698 0.331 0.410 0.125 -0.508 0.535 -1.004 -0.596 -0.204 0.071 -0.294 -0.603 0.302 0.254 0.459



No. 4
Formula: C17H20N2O4S2
Source: the OMol25 dataset
Level of theory: ωB97M-V/def2-TZVPD

Computed properties:
Highest occupied orbital energy ... -8.82 eV
Structure (SMILES) ... CCNC(=O)C(=O)NC[C@H](c1cccs1)S(=O)(=O)c1ccc(C)cc1
Total charge ... 0
DFT total energy ... -50795.07228 eV
Strongest force on any atom ... 1.062 eV Å⁻¹
Energy above the lowest of the compared OMol25 structures with the same formula, charge and spin ... 11.6 kJ/mol

Cartesian coordinates (Å):
C -3.13935 -3.44739 -3.17569
C -2.33076 -2.15526 -3.16647
N -2.04687 -1.72402 -1.81991
C -0.82732 -1.62560 -1.29110
O 0.23375 -1.80785 -1.86476
C -0.88396 -1.23288 0.18899
O -1.93818 -1.01765 0.75660
N 0.33724 -1.17916 0.73242
C 0.61016 -0.81633 2.09865
C 1.69456 0.23980 2.20108
C 2.20484 0.45864 3.56599
C 3.41879 0.96480 3.92762
C 3.54086 1.15384 5.32014
C 2.41728 0.79908 5.99416
S 1.17992 0.23775 4.94294
S 0.98116 1.89970 1.72143
O -0.11415 2.17664 2.60698
O 2.08286 2.82434 1.69844
C 0.36213 1.71749 0.04697
C -0.99461 1.77105 -0.19706
C -1.45028 1.62333 -1.49676
C -0.55880 1.42137 -2.54343
C -1.03670 1.25990 -3.95247
C 0.80656 1.37613 -2.27056
C 1.27001 1.52594 -0.97842
H -2.59118 -4.23974 -2.67252
H -3.33527 -3.75472 -4.19907
H -4.09034 -3.30511 -2.66728
H -2.88137 -1.36640 -3.68931
H -1.36575 -2.30244 -3.65682
H -2.81502 -1.55147 -1.18119
H 1.10150 -1.41591 0.10956
H 0.90896 -1.70655 2.66891
H -0.32040 -0.42604 2.52480
H 2.50999 0.06942 1.49710
H 4.19315 1.19806 3.21997
H 4.42636 1.53693 5.79400
H 2.23520 0.83435 7.04969
H -1.66981 1.92504 0.62928
H -2.51092 1.66675 -1.69613
H -0.68459 0.31314 -4.35811
H -2.12167 1.28824 -4.00545
H -0.63776 2.05743 -4.57775
H 1.50410 1.21983 -3.07931
H 2.32572 1.51555 -0.75615

Okay, here come the natural (NBO) numbers, in e, for every atom: -0.609 -0.225 -0.588 0.592 -0.639 0.596 -0.626 -0.591 -0.253 -0.464 -0.238 -0.210 -0.257 -0.401 0.464 2.162 -0.942 -0.941 -0.341 -0.187 -0.176 -0.003 -0.635 -0.203 -0.177 0.214 0.216 0.204 0.192 0.226 0.425 0.428 0.218 0.258 0.243 0.229 0.227 0.237 0.253 0.209 0.226 0.213 0.227 0.219 0.229